Entry 1:
10
Properties=species:S:1:pos:R:3:mulliken_charge:R:1 method="wB97M-V/def2-TZVPD" relative_energy_kcal_mol=106.3 orbital_gap_ev=9.44 energy_ev=-9103.579 homo_energy_ev=-10.08 charge=0
C -0.2746 0.2155 -0.0505 0.384
H -1.4751 -0.8760 -0.9973 0.248
H -2.5548 0.2137 0.0456 0.296
H -0.7264 1.8427 0.2527 0.236
H 0.6523 -1.3282 0.9754 0.354
N -1.6621 -0.4947 -0.0879 -0.518
N 0.1264 1.3672 0.0929 -0.480
N 0.8441 -0.7709 -0.2031 -0.299
N 2.2285 -0.5442 0.3288 0.058
O 2.8418 0.3749 -0.3567 -0.277

---

Entry 2:
10
Properties=species:S:1:pos:R:3:mulliken_charge:R:1 method="wB97M-V/def2-TZVPD" relative_energy_kcal_mol=28.7 orbital_gap_ev=10.14 energy_ev=-9106.947 homo_energy_ev=-9.64 charge=0
C -2.6960 -0.4307 0.0247 0.504
N 2.4157 0.9462 -0.0029 -0.728
N 1.3359 0.2699 -0.1463 0.680
N -1.7899 -0.9775 -0.5190 -0.434
N 0.5359 -0.0986 0.7676 -0.718
O -3.6220 0.1808 0.3686 -0.426
H 2.8574 1.2659 -0.8954 0.237
H 0.8480 -0.0325 -1.0242 0.247
H -0.8777 -1.1608 -0.2488 0.390
H 0.9926 0.0371 1.6757 0.248

---

Entry 3:
11
Properties=species:S:1:pos:R:3:mulliken_charge:R:1 method="wB97M-V/def2-TZVPD" relative_energy_kcal_mol=74.1 orbital_gap_ev=6.72 energy_ev=-28727.899 homo_energy_ev=-7.77 charge=0
C -0.7006 -0.2605 -0.5778 -0.156
N 1.5743 -0.3359 -0.3146 -0.594
N 0.5986 -0.2373 -1.0875 0.161
N 1.0155 1.3123 0.8847 -0.030
N -0.9940 -1.2972 0.2700 -0.492
S 2.0210 1.8555 1.9398 -0.105
S -0.5396 1.5357 0.5676 0.002
H -1.4900 -0.0417 -1.2919 0.440
H 0.6829 0.2731 -1.9876 0.246
H -1.9162 -1.2958 0.6717 0.234
H -0.2519 -1.5082 0.9257 0.295

---

Entry 4:
11
Properties=species:S:1:pos:R:3:mulliken_charge:R:1 method="wB97M-V/def2-TZVPD" relative_energy_kcal_mol=121.7 orbital_gap_ev="8.57 / 8.57" energy_ev=-10584.509 homo_energy_ev="-15.20 / -15.20" charge=+1
C -2.2252 -0.0171 -0.0859 -0.526
N 1.9005 1.0045 0.4851 -0.510
N 0.8148 0.9826 0.0611 0.870
N 1.9478 -1.3274 -0.2116 -0.200
N 2.5997 -0.5251 0.2572 0.435
N 0.0643 0.2172 -0.4738 -0.098
O -1.1120 0.1968 -0.9656 -0.202
H -1.9360 0.0239 0.9628 0.330
H -2.6775 -0.9803 -0.3201 0.262
H -2.9304 0.7864 -0.3071 0.275
H 3.5540 -0.3614 0.5979 0.364